No. 1
Molecular formula: C24H33ClI2LuOP3
Method: DFT, ωB97M-V with the def2-TZVPD basis set

Calculated values
2S+1 = 1
LUMO energy = -8.768 eV
HOMO level = -0.52767 Ha
net charge = +2
energy above the lowest of the compared OMol25 structures with the same formula, charge and spin = 66.2 kJ/mol
gap between HOMO and LUMO = 5.6 eV

XYZ file:
```
65
C24H33ClI2LuOP3, DFT ωB97M-V with the def2-TZVPD basis set
C -0.914 -5.142 2.046
C -4.041 -1.359 5.592
H 2.572 -4.251 3.806
H 3.254 -2.161 1.008
C 2.644 -0.804 5.674
C 3.545 -0.075 -1.581
Lu -0.157 -0.630 0.788
C -1.945 -0.952 4.484
H -4.355 -1.153 1.995
H -3.890 -2.326 0.820
H 0.497 -7.641 4.712
C 3.796 -2.691 4.726
C 1.430 -1.375 5.295
H 2.678 0.137 6.231
C 3.551 1.624 0.318
H -1.341 -0.242 3.954
H -4.479 -3.406 6.027
H -4.959 -0.994 6.087
C 0.131 -6.910 3.980
C -0.982 -6.522 1.847
H -4.703 0.110 -1.756
H -0.617 -8.490 2.662
C -1.582 -2.302 4.553
C -3.759 1.457 0.411
H 3.270 -0.953 -2.175
C 3.722 -1.174 1.045
C -0.297 -4.612 3.219
C 0.224 -5.518 4.181
H 3.820 -0.947 2.116
H -2.211 -4.286 5.070
H -3.353 0.572 4.937
I -0.033 -1.759 -1.989
H 0.749 -5.161 5.093
P 2.705 -0.033 0.074
H 0.473 -0.933 5.592
H 3.201 0.828 -2.102
H -3.254 -0.768 -2.365
H -1.259 -4.488 1.242
H 4.642 1.507 0.356
C -4.261 -1.300 0.901
P -3.027 -0.217 0.081
C 1.361 -2.531 4.488
H -5.141 -1.189 0.295
P -0.171 -2.884 3.616
H 3.228 2.139 1.230
H -3.419 1.897 1.357
H -1.397 -6.907 0.907
H -3.500 2.109 -0.438
O -0.181 -1.985 2.333
H 4.687 -3.294 4.504
C -3.136 -0.482 5.001
H 4.635 -0.018 -1.459
I -0.028 0.978 -2.741
H 4.642 -1.176 0.490
C -0.494 -7.411 2.824
C 2.566 -3.242 4.301
C -2.506 -3.215 5.098
H -3.148 0.967 -2.003
H -4.858 1.392 0.426
C -3.728 -2.728 5.596
C 3.854 -1.445 5.366
H 4.833 -1.035 5.661
C -3.613 0.014 -1.689
H 3.336 2.245 -0.563
Cl 0.198 1.192 2.352
```



No. 2
Molecular formula: C24H33F5N4O4S2SiTc
Method: DFT, ωB97M-V with the def2-TZVPD basis set

Calculated values
2S+1 = 2
LUMO energy (alpha / beta) = -7.905 / -7.587 eV
HOMO level (alpha / beta) = -0.52386 / -0.52431 Ha
net charge = +2
energy above the lowest of the compared OMol25 structures with the same formula, charge and spin = 0.0 kJ/mol
gap between HOMO and LUMO (alpha / beta) = 6.4 / 6.7 eV

XYZ file:
```
74
C24H33F5N4O4S2SiTc, DFT ωB97M-V with the def2-TZVPD basis set
C -3.062 -0.775 -1.078
C 2.185 0.438 -6.108
N -0.181 -2.525 -3.045
C -4.895 0.268 0.044
O 0.388 0.304 -1.854
F -6.178 0.502 0.140
S 1.168 -1.558 3.918
C 0.341 -4.490 0.116
C -2.672 0.585 0.831
C -2.332 2.484 -3.779
N 0.942 0.863 2.804
C -2.115 2.130 -5.240
C 0.539 -2.448 1.629
H -0.236 1.970 0.033
C 2.429 2.695 -0.318
C 1.393 4.879 -0.951
C 2.236 1.290 -4.853
C 0.838 -0.454 2.645
C -2.142 -0.220 -0.181
H 2.236 5.098 -1.605
H -0.949 3.496 -0.455
H -3.823 0.956 -3.474
C 2.545 2.741 -5.180
O -1.382 1.722 -2.960
H 1.832 -0.567 -5.874
H 0.076 3.443 0.988
C 1.183 3.371 -0.868
H 3.181 0.358 -6.546
C -4.417 -0.532 -0.990
O 0.880 1.223 -4.298
H 4.234 0.923 -4.133
H 3.095 -0.361 -3.730
H -2.813 4.553 -4.122
H 2.671 3.095 0.667
F -1.825 1.132 1.723
H -2.288 4.214 -2.475
F -4.485 1.574 1.956
H 1.519 0.878 -6.848
H -2.877 2.613 -5.851
H -3.822 2.238 -2.235
O 0.957 2.930 -2.219
F -2.622 -1.527 -2.085
H -0.364 -1.538 -3.148
Si 0.219 1.692 -2.929
H 2.541 3.359 -4.283
C 0.865 -2.886 2.854
H 1.113 1.253 3.717
Tc -0.189 -0.380 -0.349
H 1.602 5.298 0.033
C 3.207 0.720 -3.830
H -2.188 1.052 -5.391
H -1.139 2.465 -5.591
C -2.116 3.967 -3.524
H -4.486 2.551 -3.842
C -0.059 -3.061 -1.835
H 0.958 -3.900 3.205
C -3.700 2.027 -3.299
F -5.258 -1.037 -1.872
H 1.811 3.135 -5.883
H 3.280 2.879 -0.974
H -1.105 4.274 -3.799
S 0.110 -4.756 -1.576
H 3.529 2.815 -5.642
H 2.312 1.609 -0.224
H 0.506 5.364 -1.357
H 0.534 -5.317 0.779
H 3.061 1.180 -2.850
C 0.282 -3.178 0.402
N 0.497 -1.045 1.493
H -0.313 -3.111 -3.853
H 0.597 1.494 2.097
C -4.021 0.824 0.974
C -0.049 3.060 -0.027
N 0.009 -2.361 -0.700
```



No. 3
Molecular formula: C24H33F6IMgN3O4PSTe
Method: DFT, ωB97M-V with the def2-TZVPD basis set

Calculated values
2S+1 = 2
LUMO energy (alpha / beta) = -2.934 / -6.189 eV
HOMO level (alpha / beta) = -0.36383 / -0.36377 Ha
net charge = +1
energy above the lowest of the compared OMol25 structures with the same formula, charge and spin = 63.6 kJ/mol
gap between HOMO and LUMO (alpha / beta) = 7.0 / 3.7 eV

XYZ file:
```
75
C24H33F6IMgN3O4PSTe, DFT ωB97M-V with the def2-TZVPD basis set
C -0.670 2.766 1.186
C -1.680 2.162 -1.049
H 6.584 -0.097 4.834
Te 2.212 0.657 3.078
H 3.354 0.418 0.687
C 0.442 -2.727 -2.759
H -1.706 3.739 2.801
Mg 0.490 0.560 -0.322
C 5.141 0.451 3.338
H 0.951 -3.508 0.024
H -2.692 -1.571 1.219
O -3.598 4.204 -3.326
C -0.694 3.657 2.404
I -1.132 -1.019 4.366
O 0.083 1.747 1.272
C 7.330 1.094 1.752
C -0.680 -1.437 1.427
N 0.828 -2.381 -4.007
C -2.766 4.784 -1.126
N 1.318 -3.506 -2.053
C 6.433 0.286 3.831
H 0.296 -2.695 2.841
H 0.797 -0.875 -5.435
F 1.202 1.226 -3.141
H 3.298 -4.191 -2.394
F 3.230 2.244 -2.948
C -0.684 -2.265 2.683
C -2.929 3.890 -2.211
H -3.185 5.778 -1.150
C 3.558 1.108 1.508
H -0.688 -1.856 -5.375
C -2.057 4.368 -0.040
F 1.906 1.828 -1.053
C 3.944 0.090 4.179
S -1.061 -2.279 -2.133
C 4.951 0.942 2.052
C -2.395 2.619 -2.160
H -4.619 5.538 -4.435
P 2.569 0.943 -2.387
O -1.260 0.930 -1.024
H 3.329 2.111 1.147
C -1.460 3.084 0.045
H -1.438 -3.045 2.667
F 3.842 0.641 -1.454
C 2.761 -3.281 -2.116
C 0.881 -4.172 -0.847
H 1.918 -4.151 -4.310
H 3.914 0.605 5.142
F 3.086 -0.029 -3.508
H 3.117 -2.960 -1.131
F 1.788 -0.351 -1.600
C 1.734 -3.204 -4.805
H -0.149 -4.500 -0.953
H -1.875 -0.635 -0.003
C 0.095 -1.386 -4.774
H 3.874 -0.983 4.378
N -1.839 -1.176 0.862
H -0.365 -0.666 -4.107
H -0.345 4.664 2.177
H -2.552 1.939 -2.988
C 6.049 1.259 1.256
C 7.522 0.609 3.041
H 2.997 -2.498 -2.825
O 0.411 -1.014 0.981
H -1.931 5.066 0.776
H 2.688 -2.704 -4.991
H 5.892 1.628 0.249
H 8.182 1.344 1.135
H -3.384 6.277 -3.398
H 1.524 -5.035 -0.679
H -0.047 3.226 3.165
H 8.524 0.482 3.429
H 1.261 -3.404 -5.768
C -4.157 5.510 -3.454
H -4.916 5.690 -2.692
```



No. 4
Molecular formula: C24H33FeNO2P2
Method: DFT, ωB97M-V with the def2-TZVPD basis set

Calculated values
2S+1 = 6
LUMO energy (alpha / beta) = -3.293 / -4.829 eV
HOMO level (alpha / beta) = -0.38676 / -0.38974 Ha
net charge = +1
gap between HOMO and LUMO (alpha / beta) = 7.2 / 5.8 eV

XYZ file:
```
63
C24H33FeNO2P2, DFT ωB97M-V with the def2-TZVPD basis set
P 1.143 -1.873 0.267
O -2.227 -1.140 1.406
Fe -0.676 -0.345 0.426
H -0.327 0.166 -1.001
C 1.176 1.749 -4.066
H 1.570 -0.316 -5.843
C 2.746 -1.474 -0.646
C 0.295 4.817 -2.107
H -4.843 -0.887 0.747
C -0.907 2.784 2.056
H 3.181 -0.600 -0.135
H 0.337 -3.246 -1.572
H 2.556 2.040 0.709
H -2.843 -0.649 3.951
H 0.548 5.088 0.043
H -1.385 3.205 1.156
H 1.795 3.476 1.493
H -4.561 -1.195 3.840
H 2.981 -3.118 -2.859
H 2.433 -2.569 -5.225
P 0.327 1.503 1.523
H 0.125 4.292 -4.193
H 0.886 2.023 -5.087
C 1.842 -0.546 -4.807
H -5.382 -2.330 1.671
C 1.432 2.267 -1.696
C -2.308 0.513 0.144
O -3.327 1.019 -0.127
C 0.446 3.979 -3.194
H 2.084 0.566 2.964
H -4.237 -2.519 0.288
C 0.695 4.404 -0.800
H -3.995 0.225 2.878
H -2.034 -2.971 3.323
C 0.691 -3.468 -0.553
C -2.906 -3.077 2.642
N 1.959 1.058 -1.447
H 3.410 -2.348 -0.527
C 1.639 2.648 0.779
C 1.260 3.158 -0.577
C 2.055 0.159 -2.439
C 1.175 1.164 3.149
H -2.611 -3.746 1.805
C 2.638 -2.107 -3.105
H -1.691 2.297 2.659
H -3.738 -3.555 3.202
H 1.458 2.096 3.670
C 1.855 -2.496 1.870
C -3.329 -1.705 2.102
C 1.011 2.676 -3.021
C 1.687 0.465 -3.807
H -0.144 5.811 -2.238
C 2.316 -1.795 -4.460
H 2.574 -3.317 1.704
H -0.144 -3.920 0.007
H -0.441 3.597 2.641
H 0.501 0.578 3.797
C -4.518 -1.870 1.145
C 2.513 -1.164 -2.096
C -3.707 -0.777 3.264
H 1.035 -2.860 2.512
H 2.362 -1.669 2.392
H 1.544 -4.169 -0.593
```



Computed calculated total energy, in the same sequence as the records: -117673.091 -84898.906 -95355.707 -83966.006 eV.